(1)
{"formula": "C3H10NS", "method": "wB97M-V/def2-TZVPD", "elements": ["C", "C", "C", "S", "N", "H", "H", "H", "H", "H", "H", "H", "H", "H", "H"], "coordinates": [[0.493, 0.538, -0.379], [-0.007, -0.529, -1.369], [-1.476, -0.352, -1.915], [-2.673, -0.210, -0.715], [0.185, 0.160, 0.969], [1.566, 0.609, -0.509], [0.078, 1.509, -0.697], [-0.006, -1.464, -0.815], [0.632, -0.569, -2.252], [-1.722, -1.094, -2.660], [-1.530, 0.645, -2.439], [2.072, -0.018, 4.840], [0.471, 0.819, 1.677], [-0.812, 0.017, 1.084], [2.731, -0.059, 5.180]], "forces_ev_per_angstrom": [[-0.1, 0.0, -1.3], [-0.8, 0.2, -0.1], [2.3, 0.0, 1.7], [-0.6, 0.1, -0.1], [-1.2, 0.2, 0.0], [0.2, 0.1, 0.1], [0.1, 0.2, 0.2], [0.3, -0.4, -0.3], [0.1, -0.2, 0.2], [-0.5, -0.1, -0.7], [-0.4, 0.1, -0.1], [0.0, 0.0, 0.0], [0.4, 0.1, 0.1], [0.1, -0.2, 0.2], [0.0, 0.0, 0.0]], "lowdin_charge": [-0.2873, -0.2222, -0.5591, 1.1102, 0.0848, 0.1247, 0.1210, 0.1139, 0.1223, 0.1061, 0.1583, -0.0062, 0.1021, 0.0231, 0.0082], "charge": 1, "relative_energy_kcal_mol": 136.7, "lumo_energy_ev": -9.795, "orbital_gap_ha": 0.1550}



(2)
{"formula": "C3H10NS", "method": "wB97M-V/def2-TZVPD", "elements": ["C", "C", "C", "S", "N", "H", "H", "H", "H", "H", "H", "H", "H", "H", "H"], "coordinates": [[-1.392, -0.146, -1.265], [-1.199, -1.130, -0.142], [-0.804, -0.265, 1.053], [0.709, 0.570, 0.859], [-0.126, 0.354, -1.709], [-1.852, -0.593, -2.151], [-2.099, 0.632, -0.928], [-0.410, -1.835, -0.422], [-2.115, -1.687, 0.029], [-0.761, -0.818, 2.012], [-1.565, 0.499, 1.270], [5.565, 1.154, 2.666], [-0.180, 1.058, -2.415], [0.648, 0.505, -1.022], [5.580, 1.702, 2.166]], "forces_ev_per_angstrom": [[0.0, -0.2, 0.1], [0.4, -0.3, -0.6], [-0.7, 0.5, 0.5], [0.0, 0.2, -0.3], [-0.3, -0.1, 0.9], [-0.1, -0.3, 0.0], [0.2, 0.2, -0.3], [-0.1, 0.0, 0.2], [-0.1, 0.1, 0.3], [0.3, -0.2, -0.2], [-0.1, -0.1, -0.1], [0.0, 0.0, 0.0], [0.0, 1.0, -0.2], [0.5, -0.8, -0.4], [0.0, 0.0, 0.0]], "lowdin_charge": [-0.2584, -0.2123, -0.5633, 1.0183, 0.1246, 0.1615, 0.1461, 0.1328, 0.1345, 0.1349, 0.0954, 0.0026, 0.1202, -0.0384, 0.0015], "charge": 1, "relative_energy_kcal_mol": 116.2, "lumo_energy_ev": -8.720, "orbital_gap_ha": 0.2331}